Formula: C32H39CoF5N6OPSe2
Source: OMol25
Level of theory: the ωB97M-V functional and the def2-TZVPD basis

Values from the calculation:
2S+1: 4
gap between HOMO and LUMO (alpha / beta): 5.627 / 5.616 eV
energy: -236001.65628 eV
expectation value of S²: 3.760
maximum force: 1.97 eV/A
net charge: -1
ΔE to the lowest compared entry with this formula, charge and spin: 18.43 kcal per mole
LUMO energy (alpha / beta): 1.586 / 1.583 eV

The geometry in XYZ format:
```
87
Properties=species:S:1:pos:R:3:forces:R:3
F 6.8068 -3.8922 1.1101 -0.1280 0.1094 -0.0573
H -1.6716 4.4323 2.2781 -0.0723 0.0628 0.0799
H 3.1622 4.7208 0.1275 0.1198 0.0762 -0.0187
Se -3.1209 -2.0258 1.3164 0.5240 -0.1883 0.2407
H -2.1798 1.3260 -1.3210 -0.1404 -0.0907 0.0581
H -6.7972 0.5257 -0.9470 0.0469 0.1320 0.0034
O 2.7114 -1.9986 -0.2664 -0.9600 0.3252 -0.0526
H -2.8747 2.2827 0.9271 -0.0870 -0.0124 -0.0726
H -2.2684 1.6873 2.4588 -0.0399 0.0063 0.1497
H -0.3327 4.8891 1.2292 0.0642 0.1016 0.0128
H 0.1504 0.8598 -2.6003 0.0019 0.0044 -0.0904
C 0.0962 2.4792 2.5386 0.0797 -0.0173 -0.1307
H -4.6063 0.3506 0.2142 0.0331 0.0284 0.0286
N 0.3536 -5.4776 0.0867 -0.2850 -0.4340 0.0088
C 4.7553 -2.9097 0.4664 -0.3380 0.1244 -0.1812
H -3.4245 -3.9267 -3.0992 -0.0435 0.1466 0.0443
H 0.8566 2.2805 -3.3918 0.0978 -0.0068 -0.0414
H 1.7104 -2.0721 5.1785 0.0777 -0.0171 0.1959
C -2.0972 2.3468 -1.6882 0.0747 -0.0340 0.0735
C -1.5978 -6.0640 -1.2307 -0.5918 -0.2977 -0.3777
H -0.5091 2.5718 3.4412 -0.1080 0.0212 0.0436
C -5.1875 -0.5344 -0.0033 -0.2371 0.0483 -0.1592
H 2.6639 2.3220 1.8813 -0.0477 -0.0306 0.0901
H -3.3031 -6.2837 -2.4704 -0.0145 -0.0441 -0.0366
C 2.0235 2.9302 -0.1262 -0.5272 -0.0798 -0.0468
C -0.6591 -5.1522 -0.7092 0.5293 0.5268 0.2715
N -0.2079 -1.1503 2.7571 -0.1353 -0.0788 0.2259
H 0.4939 1.4680 2.4966 0.1266 -0.0968 0.0907
H 3.8947 2.1912 0.6335 0.1870 0.0574 -0.0358
H -2.6223 3.0202 -1.0154 -0.0597 0.0014 0.0708
H 1.4997 5.0312 -0.3670 -0.0567 0.1328 -0.0761
C -1.1854 4.2216 1.3240 0.0651 -0.1000 -0.1024
N -7.1774 -1.4778 -0.9452 -0.4667 0.0989 -0.2558
H -0.7799 1.7824 -3.7848 -0.1411 0.0755 -0.0842
C 6.1385 -0.8781 -0.7721 0.1899 -0.0066 0.0253
H -0.8529 -1.2008 4.7604 -0.2377 0.0140 0.0984
N 0.3453 0.6140 -0.2346 -0.5020 1.8888 -0.2093
H 2.2454 3.4309 -2.2433 -0.0608 0.0070 -0.0685
C 2.6333 2.7275 -1.5115 -0.0600 -0.0742 -0.0198
H 0.9147 3.1896 2.6221 0.1105 0.0053 0.0220
H 2.4456 1.7087 -1.8365 0.0477 -0.0392 -0.1991
H -1.5257 -7.1063 -0.9544 -0.0060 -0.0303 0.0068
C -6.7222 -2.6737 -0.5952 0.0085 -0.3011 0.0200
C -0.7457 -3.7517 -1.0490 0.6092 -0.2611 0.4295
C 1.7993 -1.8235 2.9777 -0.1887 0.1828 0.1076
H 2.5738 1.0165 0.6798 0.1460 0.0577 0.1386
C 6.8481 -1.8846 -0.1294 -0.0419 -0.0699 -0.0302
C -2.0072 1.8477 1.4142 0.1281 -0.0658 -0.1260
C -0.6229 2.7253 -1.8439 0.2374 0.0075 0.4051
H 0.5086 4.4852 -2.4513 0.0799 0.0672 -0.0213
C -2.6449 -4.2341 -2.4163 0.2451 0.7579 -0.0055
H -1.1344 4.4034 -3.0684 -0.0700 0.0818 -0.0907
C 2.1273 4.4019 0.2585 -0.0876 -0.1282 0.0139
C -0.0547 1.8635 -2.9761 0.0455 -0.0975 0.0510
C -5.5218 -2.8909 0.0493 -0.1650 0.0356 -0.1246
N 0.2296 -3.0055 -0.5275 -0.3774 0.2400 -0.2918
F 6.7950 0.1310 -1.3801 -0.1007 -0.3280 0.1506
C -4.7250 -1.7936 0.3729 0.4963 0.0273 0.3163
C 4.7585 -0.9051 -0.8093 -0.3984 -0.1613 0.0395
C -0.7733 2.7508 1.3094 0.2519 0.0375 -0.4289
C -0.5103 4.2060 -2.1957 0.0567 -0.1092 0.0842
C -6.4041 -0.4400 -0.6485 0.0495 0.2276 -0.0186
F 8.1997 -1.9020 -0.1456 -0.3249 0.0603 0.0803
H -1.8938 4.4587 0.5346 -0.0993 0.0154 -0.0851
H -5.2011 -3.8886 0.3128 0.0069 -0.0429 0.0242
F 4.0868 -3.9293 1.0616 0.4603 0.1786 0.0471
P 0.2515 2.1624 -0.2210 0.0281 -0.5287 0.0589
H -7.3698 -3.5086 -0.8427 0.0036 -0.1030 -0.0091
C -1.7686 -3.3143 -1.9129 -0.5771 0.1832 -0.3851
Se 1.2940 -4.0484 0.4244 -0.1678 -0.8286 -0.1044
H -1.8043 0.8741 0.9678 -0.1535 -0.0721 0.0509
C 1.2414 -1.7978 4.2567 -0.0852 0.0241 0.0527
H -0.8464 4.8489 -1.3859 -0.0772 0.0967 0.0579
N 0.9013 -1.4312 2.0828 0.2553 0.1192 -0.5717
C 2.8338 2.0659 0.8404 -0.0880 -0.1674 -0.0458
C -0.0543 -1.3647 4.0678 0.1298 -0.0415 0.0366
H -1.8386 -2.2622 -2.1486 -0.0577 0.0375 -0.0299
H 3.7130 2.8640 -1.4667 0.1356 0.0498 0.0771
C 6.1345 -2.9042 0.4944 0.2968 0.1812 -0.1164
C 3.9789 -1.9250 -0.2009 1.5871 0.1347 0.0958
H 2.7921 -2.1073 2.6880 0.1554 -0.0296 -0.2076
H -2.5952 2.3942 -2.6577 0.0163 0.0651 -0.1055
Co 0.8952 -1.0615 -0.0369 0.5191 -1.1289 0.4095
C -2.5675 -5.5999 -2.0699 0.2802 -0.6489 0.4052
H -1.0654 -0.9306 2.2523 -0.2261 0.0403 -0.1244
F 4.1244 0.0665 -1.4955 0.0839 -0.1584 0.1405
H 1.8653 4.5731 1.2991 -0.0558 0.0471 0.1047
```
Forces are in eV/Å.